Computed, not measured: 14 unconnected molecules or ions with the total composition C39H61BrCl39FN8O4P, with wB97M-V/def2-TZVPD.

```
! RIJCOSX wB97M-V def2-TZVPD def2/J DEFGRID3
* xyz 1 1
C 0.51 -5.36 -1.68
C 1.00 -4.34 -1.33
C 1.43 -2.89 -1.01
N 0.33 -1.90 -1.07
C 0.53 -0.91 -2.07
N 0.28 -1.23 -3.31
C -0.16 -2.60 -3.75
C -0.57 -2.56 -5.27
C -1.94 -3.30 -5.56
C -3.09 -2.48 -4.83
N -3.95 -3.46 -4.11
N 0.87 0.40 -1.72
P 1.78 1.36 -2.83
N 0.95 1.90 -4.07
C 0.33 0.99 -0.49
C 1.62 1.38 0.40
C 2.85 0.39 0.29
C 3.53 0.12 1.72
Br 5.49 0.05 1.63
C -0.30 2.44 -0.76
O -0.89 2.73 -1.75
N -0.12 3.55 0.23
C 0.56 4.65 -0.43
O 1.67 4.89 -0.14
F -0.06 5.45 -1.35
C -0.71 0.04 0.28
C -2.06 0.18 -0.61
C -2.92 -1.11 -0.87
C -4.05 -1.43 0.16
N -4.22 -2.66 0.88
O -4.90 -0.58 0.33
C -1.01 0.63 1.73
C -0.05 0.06 2.88
C -2.46 0.46 2.30
C -2.59 1.25 3.69
C -0.06 -1.37 0.26
C -0.80 -2.51 1.09
C 0.11 -3.20 2.18
O 0.65 -4.47 1.74
C -0.70 -3.53 3.52
N 0.33 -3.74 4.56
H 0.35 -6.43 -1.94
H 1.99 -2.92 -0.04
H 2.18 -2.60 -1.80
H 0.36 -0.55 -4.09
H 0.76 -3.23 -3.69
H -0.97 -2.97 -3.07
H -0.65 -1.53 -5.69
H 0.23 -3.08 -5.86
H -2.09 -3.37 -6.67
H -1.88 -4.31 -5.08
H -2.68 -1.76 -4.07
H -3.67 -1.85 -5.57
H -4.08 -3.19 -3.13
H -4.85 -3.44 -4.60
H 2.36 2.54 -2.24
H 2.82 0.53 -3.38
H -0.04 1.63 -3.98
H 1.38 1.72 1.43
H 2.02 2.31 -0.09
H 3.68 0.84 -0.33
H 2.64 -0.61 -0.15
H 3.11 -0.80 2.19
H 3.23 0.97 2.40
H -1.08 3.86 0.44
H -1.71 0.43 -1.66
H -2.67 1.07 -0.32
H -2.32 -2.04 -1.09
H -3.47 -0.92 -1.84
H -3.95 -2.49 1.86
H -3.52 -3.36 0.57
H -0.81 1.74 1.76
H 0.04 0.79 3.73
H -0.52 -0.85 3.31
H 1.00 -0.09 2.53
H -2.74 -0.60 2.55
H -3.29 0.86 1.68
H -2.54 0.58 4.58
H -3.52 1.87 3.67
H -1.75 2.01 3.69
H 0.91 -1.29 0.83
H -1.08 -3.29 0.32
H -1.76 -2.18 1.55
H 1.01 -2.60 2.47
H -0.14 -5.00 1.50
H -1.43 -2.71 3.77
H -1.22 -4.50 3.36
H -0.08 -3.94 5.47
H 1.00 -2.98 4.60
C -7.05 0.29 2.72
Cl -6.41 1.63 3.69
Cl -8.33 -0.55 3.60
Cl -7.65 0.88 1.17
H -6.25 -0.41 2.53
C 0.68 3.12 6.43
Cl 2.29 2.41 6.61
Cl 0.24 3.23 4.72
Cl -0.51 2.18 7.33
H 0.71 4.13 6.84
C 8.39 2.68 1.04
Cl 9.89 1.79 0.78
Cl 8.09 2.94 2.77
Cl 8.42 4.22 0.18
H 7.57 2.08 0.64
C 8.85 6.47 3.22
Cl 9.92 5.81 4.46
Cl 7.55 7.42 3.95
Cl 9.76 7.45 2.07
H 8.39 5.64 2.69
C -8.20 -4.55 2.55
Cl -7.13 -5.08 3.86
Cl -7.53 -3.12 1.76
Cl -8.44 -5.86 1.38
H -9.16 -4.29 2.97
C -7.75 -1.91 -6.05
Cl -6.28 -2.84 -6.36
Cl -7.94 -1.62 -4.31
Cl -7.73 -0.39 -6.94
H -8.60 -2.50 -6.39
C -7.03 3.65 -6.58
Cl -8.25 4.89 -6.90
Cl -7.53 2.61 -5.24
Cl -6.72 2.69 -8.04
H -6.11 4.15 -6.30
C 2.62 -0.77 -7.10
Cl 3.66 -1.55 -5.90
Cl 1.42 0.26 -6.31
Cl 3.59 0.17 -8.24
H 2.10 -1.54 -7.66
C 12.42 9.88 3.36
Cl 12.71 9.27 4.99
Cl 11.75 11.51 3.41
Cl 13.91 9.84 2.41
H 11.70 9.23 2.88
C 2.20 7.61 1.69
Cl 3.82 8.27 1.92
Cl 1.54 7.04 3.23
Cl 1.13 8.82 0.97
H 2.27 6.77 1.02
C -10.12 -3.92 6.35
Cl -9.07 -4.45 7.67
Cl -9.43 -2.51 5.53
Cl -10.40 -5.24 5.20
H -11.08 -3.64 6.77
C 10.77 -0.75 4.22
Cl 9.55 0.47 3.83
Cl 10.20 -1.82 5.51
Cl 11.20 -1.69 2.78
H 11.67 -0.24 4.57
C 2.34 -6.05 -6.20
Cl 1.55 -5.74 -4.65
Cl 2.31 -4.60 -7.21
Cl 4.00 -6.60 -5.96
H 1.79 -6.84 -6.71
*
```

Calculated values
E_tot	-23223.85881	a.u.
HOMO level	-11.6401	eV
orbital gap	8.20	eV
E_LUMO	-3.4	eV

Löwdin population analysis, charges in e, atoms 1 to 2: atom 1 (C): 0.0559, atom 2 (C): -0.1115